# 1
The molecule C2H6N2S2 in a non-equilibrium geometry. Source: the Open Molecules 2025 dataset; level of theory: ωB97M-V/def2-TZVPD.

```
12
Properties=species:S:1:pos:R:3:lowdin_charge:R:1
C 1.6106 -0.1317 -0.2175 -0.26
C -0.5768 0.3541 0.7817 -0.92
H 2.2295 -0.2371 -1.2659 0.12
H 1.9593 -1.0217 0.3161 0.06
H 2.0228 0.6778 0.5616 0.09
H -0.7019 -2.0701 -1.5636 -0.20
H -2.1415 1.3793 1.1992 0.12
H -2.2332 1.0209 -0.5419 0.18
N 0.2050 -0.1483 -0.3220 -0.52
N -1.9775 0.4510 0.5459 -0.05
S -0.4796 -0.8497 -1.8367 0.81
S 0.0833 0.5753 2.3431 0.58
```

Output
net charge: 0
DFT total energy: -985.59015 hartree
LUMO: 0.138 eV
ΔE to the lowest compared entry with this formula, charge and spin: 2.5402 eV
structure (SMILES): CN(S)C(N)=S


# 2
A cluster of 2 separate species, C2H6N2S2 in total in a non-equilibrium geometry. Source: the Open Molecules 2025 dataset; level of theory: ωB97M-V/def2-TZVPD.

```
12
Properties=species:S:1:pos:R:3:lowdin_charge:R:1
C 1.1800 0.4865 1.3225 -0.34
C 0.2353 -0.0630 0.2842 -1.12
H 2.7218 1.2113 0.4596 0.01
H 2.9400 -0.2333 0.6305 0.05
H 0.8565 1.5142 1.7025 0.15
H 1.0379 -0.3493 2.2014 0.14
H -1.0029 -1.2624 1.8657 0.32
H -1.4587 -1.0103 -1.7052 -0.03
N 2.5730 0.5430 1.1086 0.00
N -0.8663 -0.3486 0.7807 -0.40
S 0.6446 -0.0280 -1.2837 0.68
S -2.2404 -0.2077 -0.4675 0.54
```

Output
net charge: 0
DFT total energy: -985.51189 hartree
LUMO: -0.984 eV
ΔE to the lowest compared entry with this formula, charge and spin: 4.6697 eV


# 3
The ion C2H6N3 with charge +1 in a non-equilibrium geometry. Source: the Open Molecules 2025 dataset; level of theory: ωB97M-V/def2-TZVPD.

```
11
Properties=species:S:1:pos:R:3:lowdin_charge:R:1
C -1.0293 -0.3792 0.5242 -0.03
C 0.3219 0.3169 -0.2070 -0.30
N -0.8129 -1.5667 0.8171 0.16
N 1.1357 -0.6224 -0.4752 0.23
N 0.3070 1.5997 -0.5276 0.20
H -1.7917 0.3119 0.7726 0.11
H -1.5772 -2.0918 1.1104 0.08
H 0.6849 -1.3847 -0.0540 0.06
H 2.0092 -0.4059 -0.9452 0.17
H -0.4325 2.2094 -0.1316 0.15
H 1.1849 2.0127 -0.8837 0.16
```

Output
net charge: +1
DFT total energy: -243.79980 hartree
LUMO: -4.516 eV
ΔE to the lowest compared entry with this formula, charge and spin: 0.9562 eV
structure (SMILES): [H]/N=C/C(N)=[NH2+]


# 4
A cluster of 2 separate species, C2H6N3 in total in a non-equilibrium geometry. Source: the Open Molecules 2025 dataset; level of theory: ωB97M-V/def2-TZVPD.

```
11
Properties=species:S:1:pos:R:3:lowdin_charge:R:1
C -0.5552 2.4104 0.0986 0.02
C 0.8211 -2.3733 0.0260 -0.25
N -0.8177 1.1524 -0.3109 0.03
N 0.5111 -1.1974 0.5444 0.10
N -0.9197 0.0665 -0.5581 0.35
H 0.3851 2.6718 -0.3470 0.13
H -0.5996 2.4824 1.2211 0.16
H -1.3351 3.0997 -0.2557 0.14
H 0.5798 -2.4900 -1.1171 0.15
H 0.1394 -3.0535 0.3801 0.07
H 1.7909 -2.7690 0.3184 0.10
```

Output
net charge: +1
DFT total energy: -243.59127 hartree
LUMO (spin up / spin down): -5.794 / -5.532 eV
ΔE to the lowest compared entry with this formula, charge and spin: 6.6307 eV


# 5
A cluster of 2 separate species, C2H6N3 in total in a non-equilibrium geometry. Source: the Open Molecules 2025 dataset; level of theory: ωB97M-V/def2-TZVPD.

```
11
Properties=species:S:1:pos:R:3:lowdin_charge:R:1
C -0.7695 1.0761 -0.4168 -0.14
C -0.9370 -0.3462 -0.5801 0.00
N 1.7688 0.3618 1.9811 0.38
N 1.5699 -0.4021 1.1717 -0.10
N 1.0337 -1.1679 0.4302 0.31
H -0.5511 1.3163 0.6392 0.09
H -0.0697 1.4657 -1.0471 0.05
H -1.6402 1.4659 -0.9509 0.12
H -1.1559 -1.1424 0.1564 0.08
H -0.8693 -0.6973 -1.5433 0.05
H 1.6205 -1.9299 0.1595 0.16
```

Output
expectation value of S²: 2.0402
net charge: +1
multiplicity: 3
DFT total energy: -243.51275 hartree
LUMO (spin up / spin down): -6.095 / -9.814 eV
ΔE to the lowest compared entry with this formula, charge and spin: 4.9832 eV


# 6
A cluster of 2 separate species, C2H6N3O in total in a non-equilibrium geometry. Source: the Open Molecules 2025 dataset; level of theory: ωB97M-V/def2-TZVPD.

```
12
Properties=species:S:1:pos:R:3:lowdin_charge:R:1
C 0.0508 -1.0729 0.0177 -0.16
C -1.7332 1.0834 -0.1033 -0.05
N 1.9730 0.4039 0.3262 0.11
N 0.9470 -0.3284 0.0937 0.05
N -0.6026 -2.1441 -0.2747 0.19
O -1.3804 0.4213 0.8628 -0.04
H -1.5001 0.7331 -1.1817 0.12
H -2.2326 2.0452 0.0338 0.10
H 2.1631 1.1086 -0.4438 0.17
H -1.5954 -2.1303 -0.0123 0.14
H -0.3327 -3.1782 -0.1640 0.20
H 2.1087 0.7593 1.3124 0.17
```

Output
net charge: +1
DFT total energy: -318.93507 hartree
LUMO: -3.585 eV
ΔE to the lowest compared entry with this formula, charge and spin: 4.5519 eV


# 7
A cluster of 2 separate species, C2H6N3O in total in a non-equilibrium geometry. Source: the Open Molecules 2025 dataset; level of theory: ωB97M-V/def2-TZVPD.

```
12
Properties=species:S:1:pos:R:3:lowdin_charge:R:1
C 0.6941 1.5099 -0.8914 -0.36
C 0.0067 -0.6185 1.4675 -0.09
N 1.6455 2.0137 -0.4380 0.25
N 0.1733 -1.0544 0.3025 0.03
N -1.0062 -1.2695 -0.4497 0.15
O -0.2629 0.9749 -1.3159 0.11
H 0.8949 -0.2739 1.9715 0.09
H -0.8373 -0.2837 2.0412 0.11
H 2.1951 2.9343 -0.5378 0.18
H -0.7339 -2.1476 -0.9224 0.18
H -0.8351 -0.3374 -1.1604 0.16
H -1.9343 -1.4477 -0.0671 0.18
```

Output
expectation value of S²: 2.0057
net charge: +1
multiplicity: 3
DFT total energy: -318.78560 hartree
LUMO (spin up / spin down): -3.362 / -8.759 eV
ΔE to the lowest compared entry with this formula, charge and spin: 2.5907 eV


# 8
A cluster of 2 separate species, C2H6N3O2 in total in a non-equilibrium geometry. Source: the Open Molecules 2025 dataset; level of theory: ωB97M-V/def2-TZVPD.

```
13
Properties=species:S:1:pos:R:3:lowdin_charge:R:1
C -0.5178 -1.5669 -0.3243 -0.16
C 0.5815 1.6081 0.2735 -0.15
N -2.3406 -0.1415 -0.1703 -0.20
N -1.0914 -0.2662 -0.3359 -0.14
N 0.3920 0.9309 -0.9929 -0.17
O 1.3708 0.1344 -1.3004 -0.24
O -2.8628 1.0119 -0.3026 -0.25
H -1.0418 -2.3154 -0.9847 0.07
H 0.5064 -1.4288 -0.7829 0.06
H -0.6866 -2.0557 0.5778 0.03
H -0.3552 1.9186 0.5978 0.04
H 1.1644 0.9552 0.8747 0.06
H 1.1219 2.5237 0.2003 0.06
```

Output
net charge: -1
DFT total energy: -394.38650 hartree
LUMO: 4.382 eV
ΔE to the lowest compared entry with this formula, charge and spin: 7.4471 eV


# 9
A structure of composition C2H6N3OS in a non-equilibrium geometry. Source: the Open Molecules 2025 dataset; level of theory: ωB97M-V/def2-TZVPD.

```
13
Properties=species:S:1:pos:R:3:lowdin_charge:R:1
C 0.1214 -0.7522 0.4584 -0.32
C 1.0502 0.4066 0.2503 -0.11
N 0.6577 -1.2500 -0.8775 0.09
N -1.2345 -0.3641 0.7133 -0.19
N 1.6904 -0.1424 -0.8121 0.13
O -0.2642 1.6168 -0.3122 -0.49
S -1.4900 1.4146 0.6847 1.09
H 0.5164 -1.4920 1.1610 0.17
H 1.5996 1.0277 0.9543 0.16
H -0.0484 -1.0405 -1.5807 0.12
H -2.0509 -0.9091 0.9833 0.11
H -2.8554 1.4285 -0.0593 0.09
H 2.3077 0.0562 -1.5633 0.16
```

Output
net charge: +1
DFT total energy: -717.06011 hartree
LUMO: -4.840 eV
ΔE to the lowest compared entry with this formula, charge and spin: 6.0223 eV


# 10
A cluster of 2 separate species, C2H6N3OS in total in a non-equilibrium geometry. Source: the Open Molecules 2025 dataset; level of theory: ωB97M-V/def2-TZVPD.

```
13
Properties=species:S:1:pos:R:3:lowdin_charge:R:1
C -1.6206 1.8827 -0.3021 -0.27
C 0.8889 -0.9501 0.2444 -0.88
N -2.0924 1.5495 -1.2902 0.31
N 1.9731 -1.6542 -0.0427 0.12
N -1.0406 1.8797 0.8022 0.16
O 0.9804 0.3116 0.3784 -0.06
S -0.6497 -1.7508 0.3156 0.89
H -2.0028 1.7670 -2.2864 0.15
H -0.0548 1.0997 0.8891 0.15
H 2.8658 -1.1871 -0.2176 0.14
H 2.0220 -2.6315 -0.4848 0.17
H -0.1190 -3.0299 0.5492 -0.05
H -1.1502 2.7134 1.4450 0.17
```

Output
net charge: +1
DFT total energy: -717.23563 hartree
LUMO: -3.252 eV
ΔE to the lowest compared entry with this formula, charge and spin: 1.2460 eV


# 11
A structure of composition C2H6N3S in a non-equilibrium geometry. Source: the Open Molecules 2025 dataset; level of theory: ωB97M-V/def2-TZVPD.

```
12
Properties=species:S:1:pos:R:3:lowdin_charge:R:1
C -0.5196 -0.3480 0.3141 -0.26
C -0.8046 -0.8090 -1.1566 -0.31
N 0.7054 1.1778 -1.2131 -0.29
N 0.8291 0.0706 0.2847 -0.13
N 1.1483 0.6772 1.3547 0.08
S -0.2960 0.6780 -2.2143 1.08
H -1.2175 0.4774 0.8203 0.17
H -0.7227 -1.1307 1.0269 0.13
H -0.0532 -1.5899 -1.4278 0.10
H -1.8296 -1.1268 -1.4417 0.09
H 0.5744 0.9833 2.1213 0.13
H 2.1860 0.9403 1.5315 0.20
```

Output
net charge: +1
DFT total energy: -641.83342 hartree
LUMO: -6.056 eV
ΔE to the lowest compared entry with this formula, charge and spin: 4.9611 eV


# 12
A cluster of 2 separate species, C2H6N4 in total in a non-equilibrium geometry. Source: the Open Molecules 2025 dataset; level of theory: ωB97M-V/def2-TZVPD.

```
12
Properties=species:S:1:pos:R:3:lowdin_charge:R:1
C -1.5424 -0.1148 0.1872 -0.44
C 1.1197 -0.0313 -0.7871 -0.43
N -1.9373 -1.1731 0.6127 0.16
N 0.7901 -1.2359 -0.8173 0.07
N -1.1901 0.9876 -0.0428 0.17
N 1.5554 0.6354 0.3562 0.04
H 0.5248 -1.5945 0.0897 0.03
H -2.4356 -1.9461 0.2393 0.07
H 1.4981 0.6696 -1.5435 0.11
H -1.0725 1.9471 0.1881 0.09
H 1.5083 0.2328 1.2138 0.03
H 1.1816 1.6231 0.3037 0.10
```

Output
net charge: 0
DFT total energy: -298.75290 hartree
LUMO: 0.747 eV
ΔE to the lowest compared entry with this formula, charge and spin: 2.6124 eV
structure (SMILES): [H]/N=C\N.N=C=N